(1)
40
Properties=species:S:1:pos:R:3 method="wB97M-V/def2-TZVPD" e_tot_ev=-50615.602 homo_ev=-8.48 gap_ev=7.7 molar_mass_g_mol=422.86 total_charge=0
Rb -2.85950 -0.44191 -1.94523
N -4.27090 1.08183 2.39486
S -2.78457 0.78672 2.03016
O -2.59312 0.51759 0.57081
O -1.84171 0.23651 3.05297
F -2.39970 2.33455 2.18736
S -4.45891 -0.62993 2.74875
O -4.14909 -1.15642 4.10829
O -4.14924 -1.50460 1.59121
F -6.04800 -0.41099 2.65956
C -0.01559 2.20815 -1.32603
C 1.14341 1.25102 -1.02065
C 1.65352 1.50809 0.37547
C 2.20518 0.24519 1.11683
C 1.17417 -0.88971 0.98595
C 0.86231 -1.34590 -0.43487
N 0.62254 -0.12833 -1.27088
O -0.07384 -0.24494 -2.53821
C 2.11778 -2.07654 -1.01480
C -0.40985 -2.32183 -0.51735
C 2.40259 1.41462 -1.96215
H 0.21634 3.25723 -1.14230
H -0.22171 2.27441 -2.39431
H -1.02166 2.06455 -0.93196
H 2.54538 2.13332 0.33334
H 0.93019 2.04760 0.98688
H 3.28346 0.11128 1.03035
H 2.17920 0.55987 2.16009
H 0.24917 -0.65696 1.51350
H 1.72943 -1.69496 1.46694
H 2.01412 -3.15418 -1.14144
H 3.03675 -2.06249 -0.42881
H 2.47663 -1.72083 -1.98062
H -1.27007 -1.88841 -0.00717
H -0.18276 -3.32414 -0.15415
H -0.75585 -2.59399 -1.51451
H 2.09949 1.25495 -2.99692
H 2.62165 2.48026 -1.89472
H 3.22628 0.78975 -1.61697
H 0.71646 -0.31043 -3.07926

(2)
41
Properties=species:S:1:pos:R:3 method="wB97M-V/def2-TZVPD" e_tot_ev=-45650.752 homo_ev=-9.50 gap_ev=9.0 molar_mass_g_mol=447.17 smiles="N#C[C@H](CCCI)[C@@H](C#N)P(=N)(O)O.NC(N)=O.NC(N)=O" total_charge=0
N -0.94049 2.15996 5.27813
C -0.98910 1.91774 4.08606
C -0.68644 1.40875 2.60186
C 0.82319 1.65132 2.09242
C 1.83327 2.23548 3.20696
C 1.77556 3.85320 3.22683
I 3.82467 4.61639 2.84041
C -1.82340 2.10027 1.64002
C -1.44352 3.64408 1.51698
N -1.47743 4.85994 1.46216
P -2.04813 1.19870 -0.01219
N -2.62130 2.09192 -1.19995
O -3.23189 -0.04351 0.26356
O -0.54704 0.50897 -0.54177
H -0.86946 0.26048 2.58481
H 0.92279 2.31500 1.16428
H 1.25052 0.61415 1.78574
H 1.73371 1.74747 4.24396
H 2.90243 1.96205 2.84070
H 1.15138 4.27565 2.34632
H 1.47974 4.30882 4.23195
H -2.81963 1.95830 2.22400
H -2.73742 3.05238 -0.83687
H -3.17041 -0.30272 1.21639
H -0.45112 -0.32366 0.01842
N -0.48294 -4.37419 -1.50148
C -1.02788 -3.14077 -1.43234
N -1.85193 -2.83148 -2.45846
O -0.79463 -2.36494 -0.51527
H -0.66221 -5.02495 -2.24635
H 0.13835 -4.64423 -0.75507
H -2.27980 -1.91812 -2.44501
H -2.05579 -3.45432 -3.22004
N 3.07316 -2.85720 -4.88858
C 1.89870 -3.40186 -4.48882
N 1.42429 -2.92662 -3.31367
O 1.31241 -4.25614 -5.13818
H 3.56951 -2.15528 -4.37007
H 3.45871 -3.18582 -5.75961
H 0.55093 -3.30926 -2.98409
H 1.88863 -2.22594 -2.76415

(3)
32
Properties=species:S:1:pos:R:3 method="wB97M-V/def2-TZVPD" e_tot_ev=-15592.693 homo_ev=-12.25 gap_ev=8.7 molar_mass_g_mol=183.28 total_charge=+1
C -0.55170 1.81523 0.49763
C -1.70002 1.26615 0.15511
C -1.58162 -0.16804 -0.11790
C 0.57246 0.89708 0.55075
C 1.07905 -1.50578 0.01300
C -0.00438 -0.53454 0.56678
C -3.03891 1.83979 -0.03219
C 1.49523 1.16154 1.77910
C 1.63237 -2.45396 0.95918
N -2.50775 -0.79512 -0.68660
N 1.30726 -1.44794 -1.26111
N -0.26163 -0.94999 1.89883
N 0.14551 0.10125 -3.06437
H -0.31628 2.84081 0.75120
H 1.10294 1.22654 -0.45977
H -3.66245 1.67642 0.85984
H -3.39116 1.47416 -0.88757
H -3.11518 2.88533 0.06767
H 1.43681 2.10165 2.16108
H 2.58210 0.89203 1.66707
H 1.06050 0.63122 2.55413
H 2.64994 -2.43954 0.85469
H 1.30993 -3.39032 0.63643
H 1.28024 -2.45656 1.88766
H -2.41489 -1.74275 -0.96458
H 0.70782 -0.76656 -1.96012
H 1.92879 -2.03722 -1.78255
H -0.73515 -1.80619 2.04056
H -0.92601 -0.27649 2.32418
H 0.52020 0.87234 -2.54154
H -0.73482 0.53656 -3.38433
H 0.67636 -0.01848 -3.92828

(4)
34
Properties=species:S:1:pos:R:3 method="wB97M-V/def2-TZVPD" e_tot_ev=-19121.093 homo_ev=-15.69 gap_ev=9.4 molar_mass_g_mol=213.28 total_charge=+2
C 1.70006 1.57173 2.77696
N 0.67560 0.52181 2.55155
C -0.47401 0.70650 1.77847
N -1.53089 -0.25697 1.86624
C -1.91427 -0.96655 0.81090
N -1.17160 -0.91241 -0.25556
C -0.30363 0.20426 -0.22307
C 1.10152 -0.09838 -0.72228
N 1.19416 -0.08548 -2.21775
C 0.67913 -1.24401 -3.04536
C -0.80519 -1.36838 -2.69556
C -1.04037 -1.97409 -1.30712
C -0.95188 2.16532 1.64420
N -0.92575 2.81862 2.82502
O -1.39866 2.61082 0.58639
H 2.20670 1.59554 1.75718
H 1.07263 2.45140 3.02675
H 2.27363 1.16176 3.54796
H 1.09149 -0.34537 2.62416
H -2.10809 -0.34030 2.68458
H -2.79989 -1.70932 1.02981
H -0.80490 1.01888 -0.64809
H 1.69602 0.83837 -0.32461
H 1.53892 -0.96117 -0.30253
H 2.24688 0.13799 -2.52689
H 0.68247 0.65153 -2.72629
H 1.16144 -2.06781 -2.66976
H 0.88552 -1.10368 -4.17966
H -1.24925 -2.14449 -3.46216
H -1.31136 -0.38537 -2.71892
H -1.98497 -2.53941 -1.27810
H -0.25755 -2.53278 -0.94648
H -0.66559 2.40242 3.72366
H -1.34309 3.75638 2.79778

(5)
37
Properties=species:S:1:pos:R:3 method="wB97M-V/def2-TZVPD" e_tot_ev=-34070.735 homo_ev=-9.30 gap_ev=9.6 molar_mass_g_mol=277.35 smiles="[H]/N=C(/N)NCCC[C@H](N)C(=O)N[C@@H](CS)C(=O)O" total_charge=0
H -4.32712 2.04536 1.02824
N -5.23904 1.69539 0.76005
C -5.22744 0.64104 0.05482
N -6.40349 0.17115 -0.53434
N -4.15225 -0.18204 -0.24569
C -2.83539 0.23701 0.13276
C -1.74867 -0.77338 -0.29069
C -0.36277 -0.42131 0.13370
C 0.67887 -1.42848 -0.23984
N 0.40830 -2.71522 0.38681
C 2.07534 -0.90462 0.12086
O 2.52458 -1.10014 1.24602
N 2.71258 -0.17072 -0.82536
C 3.84314 0.72593 -0.51580
C 3.57012 1.74996 0.55074
S 2.17668 2.85475 0.22316
C 5.17027 -0.02162 -0.24656
O 6.17226 0.27118 -0.88001
O 5.14524 -0.93716 0.70886
H -6.47141 -0.85151 -0.39667
H -7.21540 0.64948 -0.11937
H -4.20648 -0.49052 -1.20797
H -2.75172 0.34234 1.25470
H -2.61603 1.22085 -0.35491
H -2.02163 -1.79233 0.13746
H -1.80572 -0.97101 -1.33964
H -0.11565 0.54199 -0.32403
H -0.35664 -0.23867 1.24421
H 0.69510 -1.51087 -1.32407
H 1.01437 -3.46804 -0.00956
H 0.64517 -2.56976 1.36463
H 2.21537 0.04244 -1.67245
H 4.06056 1.25414 -1.49744
H 4.46510 2.32109 0.87999
H 3.34297 1.22833 1.50225
H 2.73833 3.65835 -0.71119
H 4.20249 -1.10340 1.00635

(6)
31
Properties=species:S:1:pos:R:3 method="wB97M-V/def2-TZVPD" e_tot_ev=-21691.166 homo_ev=-12.03 gap_ev=8.2 molar_mass_g_mol=263.46 total_charge=+1
C 1.80367 1.18233 0.38921
Zr -0.02322 -0.08886 0.19497
N -1.19668 1.99149 -0.32255
H 0.98408 -1.52134 0.23902
H 0.52814 -0.36385 -1.42001
H 2.68258 0.55338 0.22310
H 1.81314 1.56252 1.41960
H 1.81448 2.01957 -0.31815
H -1.97460 2.22464 0.30388
H -1.57585 2.03945 -1.27781
H -0.54130 2.78128 -0.25887
C -1.68896 -2.92487 -2.58253
P -1.60651 -1.62909 -1.30750
C -2.79258 -0.43444 -2.03591
C -2.36310 -2.51663 0.14074
C -1.67851 -2.49354 1.36506
C -2.08456 -3.31389 2.41480
C -3.16990 -4.16764 2.27016
C -3.85687 -4.21337 1.05190
C -3.45297 -3.39150 -0.01349
H -1.28242 -2.57511 -3.53919
H -2.73905 -3.20235 -2.76092
H -1.13632 -3.83573 -2.32009
H -3.64939 -0.96434 -2.47295
H -3.16040 0.27017 -1.27775
H -2.25637 0.11929 -2.82794
H -0.72567 -1.91908 1.51568
H -1.51569 -3.30730 3.35302
H -3.47565 -4.81694 3.09913
H -4.68978 -4.90001 0.92500
H -3.96195 -3.47134 -0.97287

(7)
47
Properties=species:S:1:pos:R:3 method="wB97M-V/def2-TZVPD" e_tot_ev=-280101.934 homo_ev=-6.73 gap_ev=5.1 molar_mass_g_mol=775.49 total_charge=0
C 1.91140 -0.80857 -0.48305
C 0.79232 -0.30155 -1.41973
N 0.89423 -0.41965 -2.66176
C -0.33129 0.31620 -0.63546
B -1.82765 -0.28283 -0.89969
P -2.97724 1.19884 -0.19529
O -4.41189 0.57275 0.42007
Br -3.68314 2.45511 -1.91542
O -2.19967 -1.40244 -0.01349
C -3.10880 -2.14272 -0.76205
C -2.41821 -2.08042 -2.19236
Br -3.43727 -2.88383 -3.61499
P -0.85295 -3.06042 -2.17845
N -0.92998 -4.49689 -1.43307
O -2.21106 -0.75550 -2.25502
H 1.54195 -0.93460 0.53329
H 2.67910 -0.04540 -0.47977
H 2.36580 -1.69598 -0.89333
H 1.79206 -0.98281 -2.88190
H -0.06273 0.19760 0.41236
H -0.38602 1.38317 -0.83293
H -4.25557 0.14101 1.25611
H -3.37884 -3.10536 -0.35857
H -4.01439 -1.57879 -0.97651
H 0.16065 -2.36094 -1.50216
H -0.43434 -3.24696 -3.49473
H -0.70267 -5.23194 -2.08847
C 1.35955 -0.82601 3.98871
O 1.70263 0.15349 3.03091
C 2.65562 1.01936 3.46210
O 3.16201 0.98238 4.54655
O 2.89231 1.86490 2.49148
C 3.88668 2.86007 2.78453
H 0.59671 -1.45150 3.54492
H 2.21878 -1.44440 4.24401
H 0.94257 -0.35680 4.88519
H 4.84531 2.39116 2.99024
H 3.57412 3.47515 3.62448
H 3.97329 3.47970 1.89933
Cs -1.23427 -0.65045 3.62374
Li 1.25410 -4.18908 -0.92007
C -1.11189 5.44805 -1.94587
Cl -0.61269 4.69287 -0.42943
Cl 0.27473 5.87965 -2.95547
H -1.73465 4.74592 -2.48664
H -1.66775 6.34807 -1.71711
Br 2.50907 -2.86963 -3.11527

(8)
32
Properties=species:S:1:pos:R:3 method="wB97M-V/def2-TZVPD" e_tot_ev=-14430.849 homo_ev=-3.54 gap_ev=6.8 molar_mass_g_mol=171.07 total_charge=-1
C -2.09406 -1.96637 -2.17240
C -2.44459 -0.51256 -1.80469
C -2.52293 -0.24557 -0.30183
C -1.27705 -0.69105 0.47641
C -0.91464 0.26551 1.60739
C 0.38381 -0.10505 2.32341
C 1.66455 -0.10925 1.48477
C 2.09990 1.23285 0.87829
C 1.35087 1.65915 -0.41868
O 2.24770 1.51393 -1.47753
B 3.48205 0.83704 -0.93985
O 3.44741 1.19880 0.51255
H -2.93658 -2.47232 -2.64952
H -1.81980 -2.55080 -1.29088
H -1.24937 -2.01751 -2.86010
H -3.40432 -0.24823 -2.25921
H -1.70371 0.16519 -2.23696
H -2.65838 0.83075 -0.15023
H -3.42134 -0.72457 0.10695
H -0.42991 -0.77675 -0.21190
H -1.42492 -1.68826 0.90514
H -0.84828 1.28293 1.21250
H -1.73769 0.27212 2.33477
H 0.52678 0.58205 3.16774
H 0.25164 -1.10360 2.76150
H 2.48875 -0.40438 2.14405
H 1.62933 -0.86001 0.68908
H 1.96453 2.00716 1.65736
H 1.02407 2.71100 -0.32866
H 0.44355 1.05739 -0.58707
H 3.38777 -0.41010 -1.09138
H 4.49483 1.27051 -1.48103